# 1
{
  "formula": "C41H51KN10O4S",
  "method": "ωB97M-V/def2-TZVPD",
  "symbols": ["H", "H", "C", "H", "H", "S", "N", "N", "H", "H", "C", "C", "H", "H", "O", "C", "C", "C", "C", "C", "H", "H", "C", "C", "H", "H", "H", "H", "C", "C", "N", "H", "H", "C", "C", "H", "H", "C", "H", "H", "H", "C", "H", "N", "H", "H", "C", "C", "C", "C", "H", "N", "C", "O", "H", "N", "H", "H", "C", "C", "H", "C", "N", "C", "H", "H", "C", "C", "H", "H", "H", "H", "H", "H", "C", "H", "C", "C", "H", "C", "C", "C", "H", "K", "C", "H", "H", "H", "N", "C", "N", "H", "H", "C", "C", "H", "O", "H", "C", "N", "C", "H", "H", "C", "O", "H", "C", "H"],
  "positions_angstrom": [[-1.719, -1.422, -3.656], [2.517, 2.057, -1.412], [-3.137, -0.972, -1.333], [6.364, -0.702, 0.071], [0.891, -4.623, -1.717], [1.529, 6.483, -2.212], [-4.270, -1.421, -5.943], [-1.644, 1.276, 1.699], [-4.903, -0.984, -2.549], [1.054, 1.574, -4.134], [-2.166, 0.406, 2.741], [3.626, 3.893, 2.844], [1.316, 1.483, 4.978], [-2.057, 4.330, -3.108], [2.516, 6.336, -3.243], [-1.659, 0.968, -6.048], [-1.508, 2.686, 2.035], [-1.199, 2.953, -1.720], [0.677, -0.338, 4.027], [-0.498, 1.589, -5.627], [-3.198, 0.089, -1.107], [-0.048, -3.479, -2.658], [2.369, -3.049, -0.473], [3.094, 4.724, -0.825], [1.965, 6.015, 2.626], [0.469, 1.207, 2.277], [-0.353, -3.100, 0.277], [-0.966, -4.645, -0.324], [0.546, 1.178, 4.259], [3.361, -0.169, 1.521], [0.018, -0.765, 2.810], [-0.415, 1.401, 4.738], [-1.670, -1.498, 1.903], [-4.084, -1.566, -2.150], [-1.378, -0.567, -4.230], [-0.424, 3.462, 3.778], [0.310, -0.865, 4.921], [3.150, 4.563, 1.588], [3.971, 4.626, 3.574], [3.015, -3.823, -0.925], [-0.571, 5.464, -0.688], [0.404, -3.635, -1.677], [0.516, -1.508, 2.348], [1.395, -2.583, -1.459], [2.683, -3.026, -3.088], [-2.370, 3.056, 2.607], [-0.886, 5.518, -1.739], [3.556, 4.116, 0.332], [-0.711, -3.623, -0.611], [0.159, 1.092, -4.509], [-2.212, 1.327, -6.906], [2.335, 0.086, -1.960], [4.037, -0.817, -3.365], [0.982, 7.762, -1.861], [-3.235, 0.195, 2.609], [0.703, 1.893, 2.996], [-1.795, -1.499, 3.669], [1.258, -2.038, -3.446], [-2.851, -3.593, -1.933], [-1.942, -2.919, -1.117], [0.594, 4.547, -2.739], [5.320, -0.824, 0.330], [-2.090, -1.626, -0.817], [-3.311, -0.841, -5.688], [2.847, 0.488, 2.217], [-2.084, 0.920, 3.699], [2.043, -2.210, -2.706], [2.280, 5.647, 1.656], [-2.715, 4.431, -1.478], [-2.698, -4.642, -2.156], [5.631, 0.512, -3.917], [4.445, 3.207, 2.635], [2.819, 3.314, 3.299], [-0.109, 2.456, -6.143], [-3.934, -2.910, -2.455], [1.142, 7.112, 0.562], [-0.189, 3.027, 2.804], [1.811, 6.263, 0.508], [-1.425, 6.453, -1.877], [3.233, -1.970, 0.124], [4.177, 1.454, -2.644], [4.574, -1.856, -0.216], [-2.155, 1.185, 0.833], [-0.103, 0.578, -0.881], [4.700, 0.042, 1.214], [4.664, 2.420, -2.621], [0.333, 3.807, 2.242], [1.825, -3.523, 0.346], [0.283, 5.517, -2.627], [-2.109, -0.139, -5.334], [2.637, -1.150, 0.987], [3.416, 4.387, -1.803], [5.239, 0.861, 1.672], [2.853, -0.933, -2.647], [2.214, 5.792, -0.733], [4.241, 3.278, 0.262], [0.041, 2.778, -1.908], [-4.645, -3.412, -3.099], [-1.418, -0.931, 2.802], [-0.271, 0.037, -3.817], [4.709, 0.395, -3.363], [4.423, -1.668, -3.912], [-1.513, 3.231, 1.090], [2.986, 1.248, -1.962], [-1.981, 2.084, -1.267], [1.737, -0.586, 3.919], [-1.791, 4.329, -2.046], [5.014, -2.553, -0.918]],
  "homo_ev": -8.34,
  "homo_lumo_gap_ev": 8.44,
  "charge": 0,
  "relative_energy_kj_mol": 42.59
}

# 2
{
  "formula": "C41H52N2P2RuSi2",
  "method": "ωB97M-V/def2-TZVPD",
  "symbols": ["C", "C", "C", "H", "H", "C", "H", "H", "C", "H", "H", "C", "C", "H", "Ru", "C", "C", "C", "C", "C", "H", "H", "C", "C", "H", "H", "H", "C", "Si", "P", "H", "H", "C", "P", "H", "H", "H", "C", "C", "H", "H", "H", "C", "C", "H", "H", "C", "N", "C", "C", "H", "H", "C", "H", "N", "H", "C", "C", "C", "H", "H", "H", "C", "H", "H", "C", "C", "H", "C", "H", "H", "H", "C", "H", "C", "H", "H", "Si", "H", "C", "H", "C", "H", "H", "H", "H", "H", "H", "H", "C", "C", "H", "H", "H", "H", "H", "C", "C", "C", "C"],
  "positions_angstrom": [[1.149, 3.377, -1.542], [-0.684, -2.163, -3.135], [-1.588, 4.292, -0.475], [-2.626, 2.666, 4.146], [6.291, 1.712, 1.060], [1.762, 3.512, 3.015], [6.655, 4.989, 2.334], [3.126, 4.983, 2.197], [-4.165, 1.611, -1.420], [-0.331, 2.603, 4.388], [5.394, 2.417, -0.408], [-5.739, 0.592, -2.879], [0.291, 1.703, 4.163], [-5.352, -1.521, -3.406], [0.333, -0.352, -0.303], [-5.336, 1.711, -2.129], [-2.898, 0.814, 1.278], [-5.030, -0.606, -2.904], [3.635, 1.630, 2.166], [-0.889, -3.746, 1.949], [2.265, -1.163, -2.948], [3.893, -4.311, -2.028], [2.488, 1.180, 2.920], [4.007, -2.460, 0.455], [1.827, 2.567, -1.267], [-0.658, 2.248, -3.922], [3.774, -1.674, 1.164], [-1.265, -1.101, -0.075], [-0.680, 2.954, -1.532], [-2.024, 0.400, -0.289], [0.994, 4.243, 3.270], [-3.854, -5.818, 0.595], [2.808, -4.204, -1.818], [-0.449, -2.632, -0.474], [-4.564, 1.213, 4.838], [-0.044, -5.310, -1.857], [-1.677, 5.155, -1.163], [-1.332, 2.851, -3.281], [6.246, 4.001, 2.596], [4.237, 0.790, 1.860], [2.831, -0.192, -1.528], [1.396, 4.204, -0.876], [-4.042, 1.069, 3.900], [3.933, 3.014, 2.026], [-3.784, 2.402, -0.803], [-3.178, -5.992, 3.039], [5.972, 2.648, 0.495], [1.079, -2.313, -0.040], [-1.536, -4.621, 2.813], [5.277, 3.565, 1.485], [5.066, 4.527, 0.979], [-2.299, 2.321, -3.304], [-0.473, -3.780, -4.934], [-0.981, 4.543, 0.413], [-0.836, 1.463, -0.569], [-2.590, 4.087, -0.175], [-0.266, -4.794, -3.960], [-3.022, 1.915, 3.441], [-3.857, -0.701, -2.139], [-5.962, 2.663, -2.165], [-0.852, -1.178, -2.741], [6.969, 3.102, 0.152], [2.970, 3.934, 2.412], [2.523, -5.014, -1.191], [-6.576, 0.709, -3.527], [-1.163, -3.841, 0.575], [-2.197, -4.664, 0.127], [2.273, -4.300, -2.762], [1.528, 2.140, 3.367], [4.956, -2.314, -0.057], [5.778, 3.999, 3.626], [-1.495, 3.839, -3.786], [-2.987, -5.380, 1.046], [-5.442, -0.457, 3.207], [-0.790, -2.499, -4.495], [-0.385, 0.955, 3.686], [3.959, -1.145, -2.555], [2.657, -2.600, -0.891], [0.506, 1.235, 5.133], [-2.478, 1.779, 2.152], [1.442, 3.750, -2.548], [-3.377, 0.397, -1.417], [-4.479, -0.595, 0.942], [4.060, -3.401, 1.021], [-2.460, -4.741, -0.916], [-1.162, -4.660, 3.856], [-3.279, -1.640, -2.197], [-0.009, -5.817, -4.202], [-0.235, -3.000, 2.388], [-0.557, -3.187, -2.193], [-4.601, 0.179, 2.982], [-1.671, 2.470, 1.863], [-0.465, -4.051, -6.001], [-0.965, -1.700, -5.236], [2.222, 0.116, 3.050], [7.084, 3.320, 2.564], [-2.631, -5.384, 2.351], [-0.318, -4.515, -2.591], [2.963, -1.134, -2.095], [-4.036, 0.110, 1.670]],
  "homo_ev": [-12.84, -13.42],
  "spin_multiplicity": 5,
  "homo_lumo_gap_ev": [7.43, 3.92],
  "charge": 2
}

# 3
{
  "formula": "C41H53As3NO8RbS3",
  "method": "ωB97M-V/def2-TZVPD",
  "symbols": ["C", "H", "H", "C", "H", "C", "S", "H", "H", "C", "N", "H", "As", "H", "H", "C", "H", "C", "H", "S", "H", "C", "H", "H", "H", "H", "H", "C", "C", "H", "C", "H", "C", "H", "H", "C", "H", "C", "C", "S", "C", "H", "H", "C", "C", "H", "H", "H", "C", "C", "H", "C", "C", "C", "H", "C", "C", "O", "H", "C", "O", "C", "H", "H", "H", "H", "H", "C", "H", "Rb", "C", "O", "H", "H", "C", "C", "H", "C", "H", "C", "H", "H", "O", "C", "H", "H", "H", "C", "C", "H", "H", "C", "H", "H", "O", "H", "C", "As", "C", "H", "O", "O", "H", "C", "As", "C", "C", "H", "O", "H"],
  "positions_angstrom": [[-3.350, -0.888, 4.416], [2.040, -2.505, -0.693], [1.518, 7.395, 2.717], [0.293, 2.517, 0.831], [-1.526, 2.090, -4.895], [2.833, 1.835, -2.541], [2.481, 2.654, 3.231], [0.180, -2.492, 5.240], [-0.861, 2.744, -7.193], [0.892, -0.230, -5.448], [4.490, 1.974, -6.399], [-4.528, 0.461, -1.348], [-2.628, 0.555, 0.361], [-4.819, 1.966, 3.947], [-3.092, -2.193, 1.219], [3.931, -5.120, -1.659], [-3.186, -1.878, 4.854], [1.308, -4.499, -1.081], [-2.585, -3.745, -3.765], [-0.424, -4.119, -0.814], [-0.415, 4.813, -0.107], [3.598, -3.823, -1.293], [-5.227, 0.584, 0.277], [-0.959, -1.493, 6.173], [2.411, 1.828, -1.547], [2.070, -0.378, -7.230], [-4.158, 1.901, 5.585], [2.498, 2.876, -3.401], [1.635, 3.974, 2.485], [-3.553, -2.965, 2.735], [4.259, 0.877, -4.211], [-1.278, -2.345, 3.360], [-4.993, 1.595, 4.955], [-6.021, -0.090, 2.598], [4.958, -5.360, -1.905], [-4.449, 0.099, -0.319], [2.326, -0.663, 3.948], [0.750, 3.847, 1.384], [-2.854, -0.923, 2.957], [-0.631, -0.049, -3.177], [-0.763, 1.534, -5.428], [-2.153, -1.618, -1.618], [0.027, 7.119, 0.728], [1.638, -5.804, -1.425], [-2.558, -1.956, -2.575], [-0.980, -1.333, 1.971], [-2.174, 3.007, 0.776], [-2.905, -4.018, -2.067], [3.925, 1.930, -5.048], [0.622, 1.200, -7.365], [1.414, -1.891, 3.025], [-2.024, -1.085, -3.722], [-0.029, -1.482, 5.602], [-2.939, 2.482, 0.211], [-6.539, -1.635, 3.306], [-0.817, -3.866, -2.568], [-6.375, -0.577, 3.505], [-0.536, -2.797, -0.137], [-0.617, -4.833, -3.034], [1.866, 5.298, 2.928], [-0.214, 1.680, 1.625], [1.260, 0.142, -6.734], [-5.908, 2.036, 5.353], [4.945, 0.101, -4.518], [0.778, -1.169, 6.267], [-2.868, 2.775, -0.837], [-7.327, -0.132, 3.800], [0.214, 4.972, 0.763], [4.331, -3.022, -1.285], [0.810, -0.213, -0.109], [4.038, -0.350, -2.001], [0.405, -1.011, -2.699], [-4.619, -0.978, -0.318], [-2.717, -0.199, 4.987], [-2.273, -3.449, -2.758], [3.045, 2.936, -4.671], [-4.068, 0.790, 2.400], [1.298, 6.405, 2.327], [3.227, -7.126, -1.986], [2.278, -3.516, -0.987], [1.400, -1.023, -4.913], [2.806, 3.729, -5.363], [3.367, -0.391, -0.945], [3.704, 0.826, -2.940], [-4.632, -1.774, 1.988], [0.870, -6.570, -1.464], [-2.372, 1.180, 2.750], [-1.365, -1.315, 2.993], [-3.038, 0.446, 2.288], [-3.639, -1.821, -2.513], [-2.778, -0.385, -4.090], [2.958, -6.112, -1.714], [-0.116, -3.121, -2.950], [0.936, 1.503, -8.356], [0.369, 2.346, -0.421], [-1.670, -1.682, -4.566], [-0.385, 1.900, -6.711], [-0.150, -0.181, 4.098], [-3.588, -2.023, 2.179], [1.812, 3.640, -3.058], [5.203, 1.053, -6.761], [4.314, 2.982, -7.068], [-3.930, 2.732, 0.597], [0.464, 6.258, 1.220], [-5.154, -0.361, 5.034], [1.498, -0.825, 3.258], [-0.131, 0.459, -4.820], [1.723, -0.240, 2.372], [4.890, -1.160, -2.417], [2.536, 5.422, 3.771]],
  "homo_ev": -0.73,
  "homo_lumo_gap_ev": 3.85,
  "charge": -2,
  "relative_energy_kj_mol": 60.10
}

# 4
{
  "formula": "C41H55AsInN10O3S2Si",
  "method": "ωB97M-V/def2-TZVPD",
  "symbols": ["H", "H", "H", "H", "H", "C", "H", "N", "C", "H", "C", "N", "H", "H", "H", "As", "C", "C", "H", "H", "H", "C", "S", "H", "H", "C", "C", "C", "C", "N", "H", "O", "C", "C", "C", "H", "C", "C", "C", "N", "H", "C", "H", "C", "C", "H", "N", "C", "H", "N", "H", "H", "H", "C", "C", "H", "H", "C", "H", "H", "O", "H", "H", "C", "C", "S", "H", "H", "H", "H", "N", "H", "H", "H", "H", "C", "H", "H", "H", "C", "C", "C", "C", "H", "N", "C", "C", "C", "H", "O", "H", "C", "C", "H", "C", "H", "C", "H", "H", "H", "C", "H", "H", "C", "N", "N", "In", "H", "H", "H", "H", "C", "C", "Si"],
  "positions_angstrom": [[-3.873, -1.027, -4.353], [1.868, 3.585, -1.884], [4.015, 2.725, -5.500], [-6.088, 0.935, -1.441], [0.091, -1.466, -7.350], [-5.164, -1.099, 3.877], [-0.329, 0.196, -6.876], [-0.655, -3.614, -2.092], [-2.002, 6.235, 3.876], [-3.478, 7.340, 4.982], [-0.120, -2.696, 1.346], [-1.231, -2.784, -2.979], [-2.959, -1.016, 1.760], [-0.897, 2.036, 5.702], [4.605, 0.190, -0.185], [-1.851, 2.192, 2.791], [1.598, 3.600, -4.687], [-4.173, -0.889, 4.743], [2.115, 0.747, -6.508], [-4.475, 1.633, 1.919], [-4.119, -1.186, -2.616], [-0.172, 1.851, 3.698], [-0.250, 1.708, -2.124], [4.292, -0.192, -3.424], [4.013, 1.307, -1.434], [3.064, -1.925, -0.704], [-0.414, -2.850, -1.036], [1.210, -2.213, -4.953], [-3.169, 6.366, 4.622], [-0.411, -2.397, 3.411], [1.258, 1.412, 6.745], [2.561, 1.658, -3.582], [2.250, 1.141, 4.860], [1.164, 1.446, 5.667], [4.266, -1.018, -2.711], [-4.837, 5.338, 5.493], [2.136, 1.203, 3.478], [-5.424, 0.493, -0.702], [-3.180, 0.965, 3.503], [-0.088, -3.337, 2.497], [4.845, 2.717, -3.932], [-5.097, -0.920, 1.297], [-4.075, -1.534, 5.609], [0.933, 1.566, 2.873], [-4.166, 0.702, 2.398], [3.091, -0.263, -5.436], [-3.177, 0.593, -3.217], [-3.933, 5.243, 4.903], [-4.131, 3.115, 4.667], [-0.621, -1.266, 2.839], [2.551, -0.905, -7.001], [2.641, -2.751, -1.278], [1.589, 3.079, -5.647], [4.061, 3.201, -4.518], [-3.074, 0.313, 0.055], [1.582, -2.874, -5.739], [2.941, 0.813, -0.110], [-3.974, 0.763, -0.841], [5.262, -1.132, -2.276], [-5.164, -2.013, 1.313], [0.574, 0.063, -4.442], [-7.001, -0.553, 0.219], [4.012, -1.941, -3.233], [2.761, 3.807, -2.468], [-3.172, 0.177, 4.576], [0.913, 1.771, 1.101], [-5.147, -0.061, -3.551], [-2.260, 0.184, -2.945], [0.287, -4.301, 0.182], [1.930, -2.188, -4.138], [-1.329, -1.599, -2.485], [-1.050, -1.192, -6.019], [-3.850, 1.796, -4.811], [2.984, 0.970, 2.847], [-5.880, -1.898, 4.045], [-1.617, 4.991, 3.401], [1.742, 4.667, -4.866], [3.193, 0.852, 5.307], [4.317, 4.255, -4.646], [-5.365, -0.236, 2.666], [3.259, -0.714, -1.604], [-5.939, -0.321, 0.218], [-2.383, 3.856, 3.675], [2.807, 4.884, -2.646], [0.160, -3.304, 0.131], [0.995, -0.806, -5.498], [-0.042, 1.795, 5.078], [-4.152, -0.493, -3.448], [-2.383, 0.253, 5.316], [1.955, -0.458, -2.160], [3.635, 3.508, -1.885], [2.269, -0.275, -6.154], [2.723, 3.062, -3.802], [-1.400, 7.109, 3.657], [-3.569, 1.508, -2.083], [0.635, 3.449, -4.195], [-3.656, -0.318, 1.301], [-6.344, 0.254, 2.716], [-2.703, 2.131, -1.882], [2.369, -1.677, 0.101], [3.736, 0.480, -0.780], [-4.385, 2.125, -2.465], [-0.711, 4.889, 2.813], [-2.915, 1.369, -4.448], [-0.819, -1.600, -1.237], [-0.443, -1.407, 1.505], [-0.788, 0.249, -0.017], [0.274, -2.614, -4.561], [-2.482, 0.710, -5.194], [-2.199, 2.153, -4.217], [4.016, -2.239, -0.271], [-3.541, 3.994, 4.433], [-0.147, -0.816, -6.505], [1.311, 0.695, -3.113]],
  "homo_ev": -5.04,
  "homo_lumo_gap_ev": 7.20,
  "charge": -1,
  "relative_energy_kj_mol": 65.22
}